{
  "formula": "C17H27N2O2PTi",
  "method": "ωB97M-V/def2-TZVPD",
  "species": ["C", "C", "C", "C", "C", "C", "C", "C", "N", "Ti", "C", "P", "H", "H", "H", "H", "H", "H", "H", "H", "C", "C", "H", "C", "C", "H", "H", "H", "H", "H", "H", "H", "H", "H", "H", "H", "H", "H", "H", "O", "C", "C", "C", "C", "O", "N", "H", "H", "H", "H"],
  "xyz": [[0.605, -4.402, -0.716], [0.136, -3.594, -1.747], [-0.187, -2.228, -1.568], [0.087, -1.640, -0.309], [0.405, -2.512, 0.751], [0.706, -3.862, 0.554], [-0.613, -1.531, -2.837], [-1.893, -0.667, -3.042], [-3.032, -0.743, -2.204], [1.123, 0.148, 0.449], [0.452, -2.062, 2.187], [-0.359, -0.429, 2.418], [0.002, -4.048, -2.731], [1.075, -4.432, 1.407], [0.853, -5.450, -0.890], [1.483, -2.050, 2.572], [-0.147, -2.714, 2.839], [0.210, -0.875, -3.179], [-0.695, -2.305, -3.611], [-1.573, 0.385, -3.090], [0.084, 0.115, 4.098], [-2.070, -1.012, 2.558], [-2.283, -0.922, -4.048], [-3.441, -1.929, -1.527], [-3.870, 0.430, -2.107], [1.553, 1.326, 1.835], [-4.351, -2.347, -1.994], [-2.631, -2.665, -1.541], [-3.691, -1.676, -0.477], [-4.599, 0.483, -2.946], [-4.431, 0.414, -1.157], [-3.225, 1.333, -2.143], [-2.219, -1.457, 3.554], [-2.761, -0.172, 2.412], [-2.265, -1.766, 1.783], [-0.156, -0.652, 4.852], [1.153, 0.360, 4.151], [-0.473, 1.030, 4.342], [0.813, 1.541, 1.705], [3.913, -1.041, -2.330], [3.331, 0.017, -2.224], [3.317, 1.224, -3.163], [2.042, 1.981, -2.824], [1.567, 1.297, -1.603], [0.530, 1.538, -0.857], [2.370, 0.299, -1.203], [4.212, 1.836, -2.970], [3.375, 0.895, -4.209], [2.244, 3.038, -2.606], [1.310, 1.934, -3.640]],
  "e_lumo_ha": [0.01173, -0.00105],
  "s2": 2.0074,
  "e_tot_ev": -57543.326,
  "mol_weight_da": 370.3,
  "spin_multiplicity": 3,
  "homo_lumo_gap_ev": [6.50, 7.11]
}

***

{
  "formula": "C4H7NO",
  "method": "ωB97M-V/def2-TZVPD",
  "species": ["C", "C", "C", "C", "N", "O", "H", "H", "H", "H", "H", "H", "H"],
  "xyz": [[-0.758, -1.550, -0.373], [-2.750, -0.679, 0.772], [0.049, 0.706, -0.487], [1.216, 1.487, -0.936], [-1.879, -1.557, 0.382], [0.098, -0.611, -0.670], [-0.361, -2.599, -0.560], [-2.870, 0.344, 0.537], [-3.658, -1.013, 1.376], [-0.655, 1.239, 0.113], [1.976, 0.654, -1.289], [1.684, 2.186, -0.267], [0.885, 2.032, -1.779]],
  "e_lumo_ha": [0.02592, 0.00718],
  "e_tot_ev": -7794.529,
  "mol_weight_da": 85.1,
  "homo_lumo_gap_ev": [8.00, 7.65]
}

***

{
  "formula": "C23H43Br2F5N4O4S",
  "method": "ωB97M-V/def2-TZVPD",
  "species": ["C", "C", "C", "C", "C", "C", "C", "C", "C", "C", "C", "C", "C", "F", "N", "C", "N", "N", "C", "C", "N", "C", "C", "O", "C", "F", "C", "Br", "C", "C", "Br", "H", "H", "H", "H", "H", "H", "H", "H", "H", "H", "H", "H", "H", "H", "H", "H", "H", "H", "H", "H", "H", "H", "H", "H", "H", "H", "H", "H", "H", "H", "H", "H", "H", "H", "H", "H", "H", "H", "H", "H", "H", "H", "H", "C", "F", "F", "F", "S", "O", "O", "O"],
  "xyz": [[-1.758, -1.736, 3.789], [-2.055, -2.993, 4.653], [-2.823, -3.962, 3.743], [-1.791, -4.481, 2.745], [-2.293, -5.093, 1.432], [-2.589, -3.902, 0.498], [-1.376, -3.455, -0.344], [-0.714, -2.240, 0.375], [-1.028, -0.836, -0.136], [-0.006, -0.243, -1.107], [0.747, -1.248, -2.027], [2.272, -1.368, -1.901], [2.764, -2.235, -0.752], [2.160, -3.484, -0.842], [0.963, 0.544, -0.278], [1.364, 1.627, -0.939], [2.326, 2.410, -0.482], [2.656, 3.622, -1.089], [2.864, 4.667, -0.077], [3.084, 6.005, -0.766], [0.633, 1.855, -2.082], [1.344, 1.869, -3.386], [1.099, 3.108, -4.239], [1.835, 4.237, -3.822], [-0.563, 0.999, -1.862], [-1.256, 1.706, -0.878], [-1.508, 0.936, -3.087], [-2.150, -0.839, -3.525], [-2.674, 1.919, -2.950], [-3.873, 1.462, -2.140], [-3.269, 2.338, -4.777], [-2.156, -1.916, 2.782], [-0.707, -1.478, 3.674], [-2.288, -0.867, 4.179], [-1.131, -3.495, 4.957], [-2.629, -2.729, 5.542], [-3.602, -3.388, 3.222], [-3.307, -4.810, 4.240], [-1.227, -3.606, 2.416], [-1.104, -5.148, 3.274], [-3.186, -5.715, 1.555], [-1.507, -5.736, 1.025], [-3.454, -4.120, -0.136], [-2.853, -3.051, 1.133], [-0.629, -4.251, -0.436], [-1.665, -3.198, -1.370], [-1.103, -2.252, 1.391], [0.367, -2.376, 0.486], [-1.005, -0.164, 0.727], [-2.046, -0.786, -0.534], [0.553, -0.963, -3.062], [0.318, -2.243, -1.917], [2.629, -1.852, -2.816], [2.778, -0.398, -1.857], [2.528, -1.841, 0.243], [3.843, -2.394, -0.819], [1.619, 0.054, 0.313], [2.789, 2.137, 0.380], [3.495, 3.497, -1.644], [1.986, 4.698, 0.570], [3.755, 4.442, 0.526], [3.061, 6.810, -0.031], [4.054, 6.036, -1.270], [2.313, 6.197, -1.516], [0.987, 1.012, -3.966], [2.412, 1.701, -3.230], [1.407, 2.888, -5.265], [0.021, 3.316, -4.231], [1.320, 4.727, -3.174], [-0.959, 1.246, -3.969], [-2.289, 2.869, -2.584], [-4.486, 2.333, -1.900], [-4.494, 0.763, -2.698], [-3.554, 1.031, -1.188], [2.379, 2.119, 3.985], [1.721, 3.217, 3.572], [3.241, 1.787, 2.999], [3.111, 2.470, 5.049], [1.222, 0.733, 4.370], [0.571, 0.540, 3.083], [0.395, 1.288, 5.413], [2.124, -0.326, 4.764]],
  "e_lumo_ha": -0.00964,
  "e_tot_ev": -203204.973,
  "mol_weight_da": 726.5,
  "homo_lumo_gap_ev": 8.22
}

***

{
  "formula": "C25H49GaIN2O10P2S",
  "method": "ωB97M-V/def2-TZVPD",
  "species": ["C", "C", "Ga", "C", "C", "C", "C", "C", "C", "C", "S", "C", "N", "N", "C", "O", "C", "C", "O", "I", "H", "H", "H", "H", "H", "H", "H", "H", "H", "H", "H", "H", "H", "H", "H", "H", "H", "H", "H", "O", "P", "O", "C", "C", "O", "C", "C", "O", "C", "C", "H", "H", "H", "H", "H", "H", "H", "H", "H", "H", "H", "H", "H", "H", "H", "O", "P", "O", "C", "C", "O", "C", "C", "O", "C", "C", "H", "H", "H", "H", "H", "H", "H", "H", "H", "H", "H", "H", "H", "H", "H"],
  "xyz": [[5.559, -10.781, -3.252], [5.052, -9.675, -3.324], [4.164, -7.854, -3.696], [4.906, -6.440, -2.393], [3.780, -5.488, -1.864], [3.823, -4.076, -2.495], [2.409, -3.401, -2.383], [1.496, -4.008, -3.482], [0.074, -3.337, -3.482], [-0.871, -4.314, -2.715], [-1.606, -5.414, -3.971], [-1.920, -6.985, -3.242], [-3.046, -7.608, -3.395], [-2.981, -8.779, -2.700], [-1.805, -8.818, -2.165], [-1.087, -7.735, -2.482], [4.703, -7.360, -5.651], [3.542, -6.903, -6.478], [3.266, -5.746, -6.561], [2.333, -8.335, -7.591], [6.093, -11.670, -3.541], [2.561, -7.931, -3.543], [5.664, -5.799, -2.889], [5.419, -6.966, -1.568], [3.922, -5.352, -0.771], [2.807, -5.979, -2.035], [4.003, -4.204, -3.578], [4.607, -3.434, -2.059], [2.014, -3.618, -1.374], [2.550, -2.316, -2.523], [1.999, -3.801, -4.443], [1.392, -5.100, -3.373], [-0.246, -3.240, -4.534], [0.131, -2.351, -3.002], [-0.351, -4.839, -1.902], [-1.664, -3.713, -2.231], [-1.466, -9.632, -1.533], [5.059, -8.311, -6.098], [5.553, -6.666, -5.694], [-1.011, 0.393, -1.783], [-1.475, 1.759, -1.375], [-0.042, 2.562, -1.289], [0.690, 2.786, -2.491], [0.005, 3.799, -3.390], [-1.715, 1.424, 0.224], [-2.211, 0.143, 0.620], [-1.095, -0.678, 1.236], [-2.379, 3.136, -1.246], [-2.519, 3.923, -0.059], [-1.302, 4.754, 0.284], [0.842, 1.841, -3.019], [1.672, 3.159, -2.197], [-0.961, 3.423, -3.741], [0.624, 4.020, -4.261], [-0.188, 4.728, -2.853], [-2.661, -0.382, -0.223], [-3.000, 0.308, 1.357], [-0.214, -0.698, 0.596], [-1.420, -1.704, 1.420], [-0.785, -0.238, 2.186], [-2.841, 3.322, 0.788], [-3.345, 4.609, -0.266], [-0.498, 4.136, 0.684], [-1.559, 5.491, 1.049], [-0.922, 5.277, -0.594], [-1.289, 6.511, 3.647], [-1.824, 7.199, 4.868], [-0.936, 6.477, 6.048], [0.468, 6.719, 6.094], [0.782, 8.142, 6.521], [-3.236, 6.350, 4.980], [-3.920, 5.945, 3.792], [-3.745, 4.455, 3.576], [-2.420, 8.362, 5.879], [-3.383, 8.142, 6.914], [-2.834, 7.433, 8.133], [0.918, 6.499, 5.123], [0.886, 6.017, 6.817], [0.418, 8.863, 5.783], [1.858, 8.280, 6.634], [0.297, 8.379, 7.468], [-3.572, 6.509, 2.927], [-4.979, 6.178, 3.926], [-2.697, 4.160, 3.631], [-4.144, 4.153, 2.606], [-4.268, 3.897, 4.355], [-4.275, 7.648, 6.536], [-3.705, 9.141, 7.217], [-2.672, 6.374, 7.938], [-3.547, 7.511, 8.957], [-1.885, 7.868, 8.447]],
  "charge": -1,
  "e_lumo_ha": 0.00439,
  "e_tot_ev": -140062.993,
  "mol_weight_da": 828.3,
  "homo_lumo_gap_ev": 5.37
}

***

Copy entry 1 word for word.
{
  "formula": "C17H27N2O2PTi",
  "method": "ωB97M-V/def2-TZVPD",
  "species": ["C", "C", "C", "C", "C", "C", "C", "C", "N", "Ti", "C", "P", "H", "H", "H", "H", "H", "H", "H", "H", "C", "C", "H", "C", "C", "H", "H", "H", "H", "H", "H", "H", "H", "H", "H", "H", "H", "H", "H", "O", "C", "C", "C", "C", "O", "N", "H", "H", "H", "H"],
  "xyz": [[0.605, -4.402, -0.716], [0.136, -3.594, -1.747], [-0.187, -2.228, -1.568], [0.087, -1.640, -0.309], [0.405, -2.512, 0.751], [0.706, -3.862, 0.554], [-0.613, -1.531, -2.837], [-1.893, -0.667, -3.042], [-3.032, -0.743, -2.204], [1.123, 0.148, 0.449], [0.452, -2.062, 2.187], [-0.359, -0.429, 2.418], [0.002, -4.048, -2.731], [1.075, -4.432, 1.407], [0.853, -5.450, -0.890], [1.483, -2.050, 2.572], [-0.147, -2.714, 2.839], [0.210, -0.875, -3.179], [-0.695, -2.305, -3.611], [-1.573, 0.385, -3.090], [0.084, 0.115, 4.098], [-2.070, -1.012, 2.558], [-2.283, -0.922, -4.048], [-3.441, -1.929, -1.527], [-3.870, 0.430, -2.107], [1.553, 1.326, 1.835], [-4.351, -2.347, -1.994], [-2.631, -2.665, -1.541], [-3.691, -1.676, -0.477], [-4.599, 0.483, -2.946], [-4.431, 0.414, -1.157], [-3.225, 1.333, -2.143], [-2.219, -1.457, 3.554], [-2.761, -0.172, 2.412], [-2.265, -1.766, 1.783], [-0.156, -0.652, 4.852], [1.153, 0.360, 4.151], [-0.473, 1.030, 4.342], [0.813, 1.541, 1.705], [3.913, -1.041, -2.330], [3.331, 0.017, -2.224], [3.317, 1.224, -3.163], [2.042, 1.981, -2.824], [1.567, 1.297, -1.603], [0.530, 1.538, -0.857], [2.370, 0.299, -1.203], [4.212, 1.836, -2.970], [3.375, 0.895, -4.209], [2.244, 3.038, -2.606], [1.310, 1.934, -3.640]],
  "e_lumo_ha": [0.01173, -0.00105],
  "s2": 2.0074,
  "e_tot_ev": -57543.326,
  "mol_weight_da": 370.3,
  "spin_multiplicity": 3,
  "homo_lumo_gap_ev": [6.50, 7.11]
}